This record from the OMol25 dataset describes C42H90AlO15S5 as an isolated structure in a non-equilibrium geometry. The level of theory is ωB97M-V/def2-TZVPD.

```
153
Properties=species:S:1:pos:R:3:forces:R:3:lowdin_charge:R:1
C -5.350 2.033 2.418 0.4761 -0.3032 0.2150 -0.150
C -4.441 1.125 3.486 -0.1048 0.3684 -0.1065 -0.271
C -2.867 1.251 3.022 -0.1039 -0.7634 0.1820 -0.245
C -1.815 0.512 4.059 -0.0758 0.4417 0.0230 -0.211
C -0.247 0.526 3.520 -0.0218 -0.6421 -0.4025 -0.210
C -0.016 1.405 2.156 -0.3241 1.3006 0.3484 -0.230
C 1.546 1.570 1.688 -0.0783 -0.2946 -0.9563 -0.206
C 2.458 0.214 1.810 1.3004 0.4726 -0.9999 -0.220
C 2.448 -0.699 0.411 0.1402 -0.8324 1.2190 -0.216
C 1.012 -1.442 0.138 0.0321 -0.4085 -0.9435 -0.215
C 0.731 -1.748 -1.481 -1.0069 -0.1573 1.0561 -0.205
C -0.756 -2.498 -1.515 0.5255 1.2389 -0.4965 -0.223
C -1.153 -2.799 -3.076 0.6226 -0.8521 -0.4380 -0.217
C -2.281 -3.966 -3.300 -0.8699 0.4650 -0.4106 -0.221
C -3.515 -3.964 -2.222 -0.9739 -0.6403 -0.2300 -0.227
C -4.763 -2.965 -2.594 -0.1639 0.4611 0.3167 -0.238
C -4.351 -1.393 -2.814 -0.1750 -0.9473 -0.5676 -0.253
C -5.716 -0.523 -3.077 0.4489 -0.2409 -0.2117 -0.228
C -5.505 1.108 -3.058 -1.2450 0.3168 0.5297 -0.296
C -4.430 1.649 -1.945 -1.2956 0.6333 -0.0054 -0.337
Al -2.474 1.687 -2.570 -0.0214 -0.3633 0.0743 0.224
C -2.153 2.855 -4.233 0.3073 2.5594 -1.0454 -0.292
C -1.412 4.288 -3.935 1.3449 2.0557 -0.2071 -0.204
C -2.071 5.456 -2.988 4.1082 1.1802 -1.8877 -0.048
C -1.235 6.887 -2.805 1.2092 -2.6615 -2.2580 -0.096
C 0.220 7.194 -3.549 -2.1700 -3.9804 -0.4486 -0.124
C 0.887 5.997 -4.480 -4.1251 -0.9194 1.8044 -0.100
C 0.063 4.555 -4.678 -0.9851 3.4108 2.1872 -0.042
H -6.435 1.563 2.272 2.3886 1.2252 0.3293 0.076
H -4.781 2.070 1.374 -1.3899 -0.1496 2.2062 0.069
H -5.402 3.140 2.835 -0.0934 -2.3175 -0.9501 0.074
H -4.593 1.546 4.586 0.4092 -0.7834 -2.2568 0.100
H -4.822 -0.003 3.534 0.9979 2.3817 -0.3481 0.108
H -2.750 0.715 1.975 -0.3645 1.3211 2.0303 0.118
H -2.589 2.406 2.907 -0.6276 -2.6235 0.2233 0.125
H -1.905 1.089 5.084 0.2869 -1.1908 -1.8948 0.099
H -2.095 -0.622 4.259 0.2612 2.4189 -0.4777 0.108
H 0.047 -0.595 3.279 -0.5325 2.2643 0.5359 0.103
H 0.462 0.879 4.391 -1.2797 -0.5784 -1.8228 0.096
H -0.691 1.053 1.237 1.6099 0.5748 2.1492 0.095
H -0.406 2.506 2.403 0.8310 -2.2802 -0.6319 0.110
H 1.516 1.845 0.527 0.0670 -0.5177 2.4890 0.123
H 2.094 2.481 2.205 -1.2713 -1.9428 -0.7249 0.105
H 3.589 0.584 1.910 -2.3283 -0.7902 -0.0998 0.104
H 2.255 -0.443 2.757 0.1389 1.2598 -1.8543 0.092
H 3.250 -1.562 0.600 -1.6303 1.7809 -0.5261 0.105
H 2.842 -0.098 -0.518 -1.0386 -0.9095 1.8604 0.111
H 0.069 -0.857 0.511 2.0125 -0.8094 -0.6048 0.092
H 0.998 -2.484 0.718 0.0828 2.1785 -1.2307 0.115
H 0.628 -0.760 -2.108 0.2715 -1.7746 1.3789 0.117
H 1.583 -2.400 -1.952 -1.6554 1.0680 0.9382 0.107
H -0.725 -3.441 -0.820 -0.0945 1.5521 -1.5379 0.111
H -1.505 -1.713 -1.025 1.4485 -1.7107 -1.1201 0.107
H -1.503 -1.852 -3.688 0.7762 -1.6651 1.7897 0.082
H -0.148 -3.161 -3.609 -2.1999 0.6777 1.0850 0.100
H -2.773 -3.751 -4.367 1.0174 -0.5797 2.1838 0.112
H -1.860 -5.056 -3.356 -0.4372 2.1110 0.2607 0.094
H -3.966 -5.069 -2.232 0.9046 2.2736 0.1109 0.103
H -3.212 -3.756 -1.112 -0.2179 -0.3007 -2.1596 0.101
H -5.319 -3.327 -3.563 1.0523 0.5041 1.7837 0.105
H -5.548 -2.993 -1.696 1.5857 -0.0880 -1.8727 0.110
H -3.718 -1.051 -1.887 -1.3486 -0.4208 -1.9392 0.086
H -3.673 -1.340 -3.785 -1.2985 0.0783 2.2067 0.098
H -6.515 -0.874 -2.271 1.5898 0.9213 -1.6322 0.107
H -6.118 -0.830 -4.155 0.6806 0.5289 2.2943 0.108
H -6.562 1.570 -2.751 1.9842 -1.0272 -0.8385 0.091
H -5.309 1.529 -4.158 -0.0847 -1.0238 2.3632 0.100
H -4.758 2.766 -1.684 0.5466 -2.2081 -0.3508 0.050
H -4.528 1.027 -0.955 -0.0333 1.0763 -1.7145 0.040
H -2.060 0.188 -3.002 0.1224 -0.0271 -0.1926 -0.085
H -1.475 2.040 -1.352 0.0351 0.2717 0.2329 -0.104
H -1.521 2.296 -5.048 -1.2991 1.1338 1.4544 0.045
H -3.227 3.124 -4.676 2.2291 -0.5350 0.6906 0.069
H -3.115 5.321 -2.440 2.5650 0.2072 -1.3652 0.088
H -1.740 7.723 -2.143 1.2420 -1.8328 -1.4958 0.060
H 0.745 8.235 -3.407 -1.1556 -2.3666 -0.3060 0.054
H 1.904 6.142 -5.044 -2.1997 -0.2103 1.2880 0.057
H 0.554 3.721 -5.376 -1.3542 1.9989 1.7930 0.084
O 2.464 -0.307 5.873 0.0464 0.8042 0.9718 -0.284
S 2.443 0.285 7.194 0.6511 -0.4368 0.1342 0.638
O 2.003 1.645 7.419 0.8304 -1.6580 -0.5118 -0.302
O 3.904 0.086 7.888 -1.6001 -0.3908 -0.0001 -0.264
C 5.057 0.538 7.193 1.1092 0.6162 -0.5520 -0.278
C 5.213 2.043 7.301 -0.2782 0.2961 -0.0989 -0.070
C 1.534 -0.785 8.279 0.0716 -0.0185 0.1358 -0.109
H 5.032 0.216 6.146 -0.1624 -0.0336 0.1316 0.121
H 5.921 0.055 7.659 -0.4000 -0.1996 0.0581 0.114
H 4.415 2.561 6.762 0.1403 -0.0418 0.0498 0.071
H 6.170 2.364 6.879 -0.0767 -0.1133 0.0571 0.083
H 5.159 2.365 8.346 0.0874 -0.0951 -0.1186 0.087
H 1.895 -1.807 8.154 -0.0218 0.1961 -0.0295 0.054
H 0.477 -0.725 8.007 0.2044 0.0981 -0.0940 0.082
H 1.672 -0.446 9.308 0.0212 -0.0023 -0.1735 0.079
O 2.650 6.936 5.664 -0.7933 0.0050 0.8730 -0.290
S 1.389 7.107 6.354 -0.5105 -0.5495 -0.2704 0.622
O 1.311 7.228 7.794 0.4254 -0.0917 -1.0394 -0.296
O 0.357 5.941 5.871 0.4465 1.7384 -0.0119 -0.265
C 0.764 4.585 5.974 0.3049 -1.2881 0.4472 -0.265
C 0.660 4.082 7.401 -0.1099 0.0653 0.3152 -0.082
C 0.528 8.479 5.629 -0.1300 -0.0332 -0.0920 -0.128
H 1.777 4.451 5.579 -0.0937 0.1730 0.0106 0.118
H 0.091 4.000 5.339 0.0063 0.3841 -0.0818 0.123
H 1.390 4.579 8.048 -0.0570 -0.0729 -0.0778 0.076
H 0.847 3.005 7.447 -0.3769 0.8379 -0.1186 0.026
H -0.332 4.289 7.815 0.0388 0.0612 -0.1452 0.086
H 0.536 8.369 4.543 0.0152 -0.0593 0.1764 0.076
H 1.049 9.395 5.916 0.0283 -0.2490 0.0453 0.074
H -0.495 8.498 6.011 0.1740 -0.0671 -0.0271 0.073
O 6.466 -2.677 7.659 -0.0757 -1.1382 0.1565 -0.287
S 5.902 -4.010 7.630 -0.1206 -0.2278 -0.4246 0.628
O 6.202 -4.994 8.647 0.0410 0.9917 -0.6645 -0.288
O 6.180 -4.670 6.166 -0.9131 0.5611 0.9853 -0.263
C 7.514 -4.717 5.680 1.1246 -0.1910 -0.2837 -0.277
C 8.301 -5.838 6.333 0.0945 -0.1004 0.3761 -0.079
C 4.139 -3.876 7.482 -0.0499 -0.0433 -0.1832 -0.119
H 8.012 -3.752 5.816 -0.1885 -0.0420 0.0760 0.116
H 7.456 -4.902 4.603 -0.3393 0.1224 0.1857 0.125
H 8.462 -5.638 7.396 -0.0066 -0.0193 -0.1561 0.071
H 9.280 -5.950 5.858 -0.1306 0.0433 -0.0308 0.080
H 7.759 -6.786 6.261 0.0767 0.1422 -0.0902 0.085
H 3.903 -3.174 6.680 0.0876 -0.0706 0.0610 0.074
H 3.747 -3.504 8.432 0.2650 -0.0635 -0.0658 0.072
H 3.725 -4.864 7.270 0.1302 0.1249 0.0302 0.078
O -0.242 -4.477 -5.863 0.8096 -1.1429 -0.2053 -0.285
S 0.271 -5.792 -6.185 -0.0036 0.2072 -0.1402 0.616
O 1.095 -6.543 -5.262 -0.6008 0.8183 -0.5822 -0.287
O 1.026 -5.728 -7.628 -1.0437 -0.4926 0.6584 -0.271
C 2.055 -4.768 -7.817 0.9396 0.6887 -0.0120 -0.279
C 3.350 -5.208 -7.161 0.1145 -0.0942 0.3692 -0.079
C -1.085 -6.820 -6.690 0.0159 -0.0614 -0.1816 -0.122
H 1.741 -3.783 -7.454 -0.1074 -0.1717 0.0386 0.119
H 2.214 -4.678 -8.896 -0.3291 -0.1763 0.1079 0.122
H 3.256 -5.216 -6.071 0.0148 0.0280 -0.1618 0.073
H 4.167 -4.530 -7.424 -0.1246 -0.0412 -0.0441 0.080
H 3.616 -6.224 -7.470 -0.0357 0.1593 -0.0543 0.083
H -1.684 -6.281 -7.426 0.1391 -0.0298 0.1188 0.073
H -1.689 -7.041 -5.806 0.2113 0.1575 -0.0359 0.076
H -0.690 -7.746 -7.112 0.0016 0.1596 0.0742 0.072
O -0.741 1.361 -9.962 -0.7928 -0.1019 0.6889 -0.293
S -2.002 1.532 -9.272 -0.3196 -0.0901 0.4141 0.622
O -2.080 1.653 -7.832 0.4100 -0.2343 -1.4268 -0.278
O -3.033 0.366 -9.756 0.3280 1.2837 -0.1308 -0.270
C -2.626 -0.990 -9.653 0.2815 -1.0717 0.3582 -0.283
C -2.731 -1.493 -8.225 0.1599 0.1259 0.3263 -0.071
C -2.863 2.904 -9.997 -0.1444 -0.0526 -0.1296 -0.126
H -1.613 -1.124 -10.047 -0.0690 0.1935 0.0224 0.114
H -3.299 -1.575 -10.287 -0.0183 0.3835 -0.0754 0.119
H -2.001 -0.996 -7.579 -0.1102 -0.1023 -0.0735 0.077
H -2.544 -2.570 -8.179 -0.0256 0.0842 -0.0604 0.075
H -3.723 -1.286 -7.812 0.1089 -0.0729 -0.1129 0.088
H -2.855 2.794 -11.083 0.0177 -0.0479 0.1673 0.070
H -2.341 3.821 -9.710 0.0256 -0.2583 0.0767 0.079
H -3.885 2.923 -9.615 0.1834 -0.0544 -0.0003 0.075
```
Positions in Å, forces in eV/Å.

The electronic energy comes out at -5015.6035 a.u. As for the total charge: -1.